52
Properties=species:S:1:pos:R:3:forces:R:3 method="wB97M-V/def2-TZVPD" orbital_gap_ev="8.514 / 4.783" spin_multiplicity=5 total_charge=+2 lumo_ev="-7.07 / -10.80" s_squared=6.036 de_lowest_ev=1.162 homo_energy_ev="-15.6 / -15.6"
Pd 0.3862 -1.1249 0.6445 -0.3 0.9 0.2
O 3.6779 3.9421 0.0027 -0.1 0.1 0.0
C 4.4504 2.9093 -0.2210 -0.1 -0.3 0.0
O 5.6209 2.9763 -0.4584 0.0 0.1 0.0
C 3.8256 1.5181 -0.1522 -0.6 0.2 0.3
C 4.5175 0.3694 -0.3985 0.0 0.5 0.4
Cl 6.1051 0.1471 -0.8754 0.1 0.0 -0.2
N 3.6492 -0.6979 -0.2243 -0.6 -0.3 0.2
N 2.3883 -0.2372 0.1456 0.8 -0.5 -0.7
C 2.4925 1.0652 0.2024 0.3 0.2 -0.3
C 1.1970 1.7916 0.5511 0.3 0.3 0.1
O 1.1846 3.0043 0.5727 0.1 -0.1 0.0
O 0.2227 0.9964 0.7887 0.0 -0.5 0.1
C 3.8807 -2.0147 -0.4953 0.0 0.0 0.1
C 5.1052 -2.6134 -0.0737 0.1 0.0 -0.2
C 5.3399 -3.9181 -0.3926 -0.1 -0.2 -0.1
C 4.3888 -4.6374 -1.1431 0.0 0.0 0.0
C 3.1618 -4.0475 -1.5325 0.1 -0.2 0.0
C 2.8939 -2.7550 -1.2071 0.3 -0.2 0.3
H 2.7357 3.7221 0.1951 0.0 -0.1 0.0
H 5.8207 -2.0478 0.5064 -0.1 0.0 0.0
H 6.2534 -4.3966 -0.0640 0.0 0.0 0.0
H 4.6070 -5.6570 -1.4394 0.0 0.0 0.1
H 2.4492 -4.6136 -2.1197 0.1 0.0 0.0
H 2.0063 -2.2721 -1.5679 -0.2 0.2 0.0
O -3.6738 0.2909 0.8947 0.0 0.1 -0.3
C -2.6307 -0.3649 0.9774 0.9 -1.0 1.1
O -1.7997 -0.8294 0.1875 -0.5 0.4 -0.2
C -2.4970 -0.7115 2.5194 -0.3 0.4 -1.2
C -1.4526 -0.1654 3.2544 -0.3 0.1 0.7
C -1.2253 -0.6846 4.5218 0.1 0.0 -0.1
C -2.0427 -1.6904 5.0327 0.1 0.0 0.1
C -3.1009 -2.1443 4.2739 -0.2 -0.2 -0.1
C -3.3767 -1.6549 3.0097 -0.1 -0.2 0.3
N -3.9800 -3.2167 4.8130 -0.1 -0.2 0.1
O -3.6714 -3.6928 5.8837 -0.1 0.2 -0.3
O -4.9255 -3.5468 4.1247 0.3 0.1 0.1
H -0.9243 0.7093 2.9150 0.3 0.0 -0.3
H -0.4187 -0.2898 5.1253 -0.1 0.0 0.0
H -1.8837 -2.0951 6.0220 0.0 0.0 0.0
H -4.2331 -2.0195 2.4595 0.0 0.0 0.0
C -1.5150 -6.2428 1.2947 0.0 0.0 -0.1
N -1.3889 -5.1420 0.3153 0.1 0.0 0.0
C -2.1205 -5.2533 -0.9660 0.0 0.0 0.1
C -0.6884 -4.0893 0.5790 -0.4 -0.3 0.1
N -0.0707 -3.1345 0.8213 0.3 0.0 -0.3
H -2.5519 -6.3348 1.6109 0.0 0.1 0.0
H -0.8873 -6.0483 2.1594 0.0 0.1 0.0
H -1.2066 -7.1747 0.8256 0.1 0.0 0.0
H -3.1913 -5.2683 -0.7748 0.0 0.0 0.1
H -1.8349 -6.1786 -1.4609 0.1 0.0 0.0
H -1.8874 -4.4069 -1.6050 0.0 0.0 0.0


61
Properties=species:S:1:pos:R:3:forces:R:3 method="wB97M-V/def2-TZVPD" orbital_gap_ev="7.349 / 5.355" spin_multiplicity=4 total_charge=+3 lumo_ev="-9.13 / -11.13" s_squared=3.783 de_lowest_ev=1.544 homo_energy_ev="-16.5 / -16.5"
Tc -0.3676 -0.8399 -0.4707 -0.2 0.0 0.0
C 3.4557 -1.9596 -1.7265 0.0 0.0 0.0
C 3.7922 -0.7866 -0.8834 0.1 -0.1 -0.1
N 5.0592 -0.5683 -0.5941 0.0 -0.1 -0.1
C 5.3868 0.5120 0.0910 0.1 0.0 0.0
C 4.4635 1.5140 0.5133 -0.2 0.1 0.1
C 4.9836 2.7450 1.2145 0.0 0.1 0.0
O 4.1108 3.1369 2.2571 0.0 -0.1 0.0
C 3.1237 1.3032 0.2971 0.1 -0.1 0.0
C 2.1237 2.3270 0.6521 -0.1 0.1 0.0
N 0.9452 2.0140 0.9953 0.2 -0.1 0.0
C -0.0100 3.0347 1.2135 0.0 0.0 0.0
C 0.1519 4.0246 2.1743 0.0 0.0 0.0
C -0.8515 4.9611 2.3796 0.0 0.0 0.0
C -2.0195 4.9176 1.6328 0.0 0.0 0.0
C -2.1943 3.9382 0.6627 0.0 0.0 0.0
C -1.1914 3.0036 0.4785 -0.1 0.0 0.0
I -1.4135 1.6816 -1.1608 0.1 0.0 0.0
C 2.7381 0.1057 -0.4005 -0.2 0.2 0.2
O 1.5260 -0.1604 -0.6957 0.1 -0.1 -0.1
H 4.3334 -2.2547 -2.2966 0.0 0.0 0.0
H 2.6175 -1.7595 -2.3912 0.0 0.0 0.0
H 3.1889 -2.8027 -1.0794 0.0 0.0 0.0
H 6.4354 0.6208 0.3496 0.0 0.0 0.0
H 5.0445 3.5574 0.4796 0.0 0.0 0.0
H 6.0003 2.5712 1.5680 0.0 0.0 0.0
H 4.5711 3.1061 3.1014 0.0 0.1 0.0
H 2.4288 3.3679 0.5400 0.0 0.0 0.0
H 1.0610 4.0490 2.7625 0.0 0.0 0.0
H -0.7194 5.7286 3.1297 0.0 0.0 0.0
H -2.7971 5.6515 1.7923 0.0 0.0 0.0
H -3.0932 3.9238 0.0615 0.0 0.0 0.0
N -0.3345 -0.4190 1.5329 -0.1 -0.1 0.1
C 0.2662 -1.5071 2.3004 0.0 0.0 -0.1
C 0.4945 -1.4463 3.6444 0.0 0.0 0.0
C 1.0606 -2.5574 4.3070 0.0 0.0 0.0
C 1.3728 -3.6967 3.6203 0.0 0.0 0.0
C 1.1429 -3.7786 2.2255 0.0 0.0 0.0
C 1.4145 -4.9257 1.4456 0.0 0.0 0.0
C 1.1409 -4.9197 0.1020 0.0 0.0 0.0
C 0.6126 -3.7629 -0.4809 0.0 0.0 0.0
N 0.3612 -2.6655 0.2140 0.0 0.1 0.0
C 0.5963 -2.6612 1.5667 0.0 0.0 0.1
H -1.2738 -0.2072 1.8724 0.1 0.0 0.1
H 0.2288 0.4638 1.5687 0.0 0.1 0.0
H 0.2353 -0.5584 4.2084 0.0 0.0 0.0
H 1.2329 -2.4999 5.3726 0.0 0.0 0.0
H 1.7925 -4.5517 4.1342 0.0 0.0 0.0
H 1.8295 -5.8066 1.9197 0.0 0.0 0.0
H 1.3253 -5.7862 -0.5164 0.0 0.0 0.0
H 0.3949 -3.7289 -1.5421 0.0 0.0 0.0
N -5.7599 -1.8075 -1.9204 0.0 0.0 0.0
C -5.5421 -2.6225 -0.8936 0.0 0.0 0.0
N -6.5084 -3.3897 -0.4256 0.0 0.0 0.0
N -4.3486 -2.7272 -0.2781 0.1 0.0 0.0
C -3.2769 -2.1124 -0.4755 -0.1 0.0 0.0
N -2.2098 -1.6176 -0.5514 0.2 0.1 0.0
H -6.6562 -1.7644 -2.3803 0.0 0.0 0.0
H -5.0233 -1.2324 -2.2892 0.0 0.0 0.0
H -7.4378 -3.3909 -0.8150 0.0 0.0 0.0
H -6.3120 -4.0039 0.3488 0.0 0.0 0.0


93
Properties=species:S:1:pos:R:3:forces:R:3 method="wB97M-V/def2-TZVPD" orbital_gap_ev="6.420 / 6.460" spin_multiplicity=5 lumo_ev="-0.22 / -1.34" s_squared=6.017 de_lowest_ev=0.000 homo_energy_ev="-6.6 / -7.8"
Co 0.4107 0.2276 0.5278 0.0 -0.7 0.2
C -0.4785 -7.2106 0.1025 0.0 0.0 0.0
C 0.7396 -6.5173 -0.4929 0.0 0.1 0.0
C 1.1496 -7.0623 -1.8523 0.0 0.0 0.0
C 0.0789 -6.7784 -2.8958 0.0 0.0 0.0
C -0.2901 -5.3182 -2.8976 0.0 0.0 0.1
C -0.8361 -4.7242 -4.0098 0.0 0.0 0.0
C -1.1551 -3.3675 -4.0013 0.0 -0.1 0.0
F -1.6855 -2.8415 -5.1178 0.0 0.0 -0.1
C -0.9354 -2.5758 -2.9148 0.0 0.0 0.0
C -0.3792 -3.1563 -1.7670 0.0 0.1 0.1
C -0.1282 -2.3121 -0.5965 0.0 0.0 0.0
O -0.4460 -1.0952 -0.6689 -0.1 0.1 -0.1
C 0.4523 -2.9464 0.5340 0.1 -0.1 0.0
C 0.7161 -4.2885 0.4585 0.0 0.0 0.1
N 0.4877 -5.0645 -0.6035 0.1 0.0 -0.1
C -0.0624 -4.5179 -1.7561 0.0 -0.1 0.0
C 0.8077 -2.2920 1.8619 -0.1 0.0 0.0
O 1.2379 -3.0105 2.7491 0.0 0.0 0.0
O 0.6072 -1.0242 1.9705 -0.1 0.0 0.1
H -0.2974 -8.2831 0.1839 0.0 0.0 0.0
H -1.3645 -7.0544 -0.5141 0.0 0.0 0.0
H -0.6925 -6.8231 1.0986 0.0 0.0 0.0
H 1.5814 -6.6155 0.1931 0.0 0.0 0.0
H 1.3264 -8.1343 -1.7601 0.0 0.0 0.0
H 2.0920 -6.5989 -2.1532 0.0 0.0 0.0
H -0.8096 -7.3844 -2.6994 0.0 0.0 0.0
H 0.4321 -7.0604 -3.8881 0.0 0.0 0.0
H -1.0153 -5.3022 -4.9081 0.0 0.0 0.0
H -1.1731 -1.5219 -2.9216 0.0 0.0 0.0
H 1.1394 -4.7670 1.3339 0.0 0.0 0.0
C 0.9766 3.5297 6.0629 0.0 0.0 0.0
Si 0.4991 2.3486 4.6757 -0.1 0.1 0.0
C 1.8280 1.0605 4.4922 0.1 0.0 0.0
C -1.1386 1.5461 5.0975 -0.1 0.0 0.0
Si 0.2729 3.7398 2.8104 0.1 -0.1 0.0
Te -0.2322 2.6081 0.6172 -0.3 0.6 -0.1
Si -1.5712 5.1713 2.9671 0.0 0.0 0.0
C -3.1541 4.1722 2.9011 -0.1 0.0 0.0
C -1.5174 6.3633 1.5210 0.0 0.1 0.0
C -1.5290 6.1396 4.5724 0.0 0.0 0.1
Si 2.2417 4.9591 2.4446 0.0 0.0 0.0
C 2.1928 6.5054 3.5111 0.0 0.1 0.0
C 2.3895 5.4512 0.6471 0.0 0.0 -0.1
C 3.7256 3.9285 2.9337 0.1 0.0 0.0
H 0.9906 3.0057 7.0225 0.0 0.0 0.0
H 0.2765 4.3637 6.1470 0.0 0.0 0.0
H 1.9733 3.9462 5.8971 0.0 0.0 0.0
H 1.8572 0.4533 5.4019 0.0 0.0 0.0
H 2.8093 1.5206 4.3614 0.0 0.0 0.0
H 1.6448 0.3901 3.6540 0.0 -0.1 -0.1
H -1.0148 0.8867 5.9606 0.0 0.0 0.0
H -1.5158 0.9464 4.2664 0.0 0.0 0.0
H -1.8943 2.2939 5.3482 0.0 0.0 0.0
H -3.1662 3.5039 2.0374 0.0 0.0 0.0
H -4.0191 4.8369 2.8271 0.0 0.0 0.0
H -3.2712 3.5594 3.7966 0.0 0.0 0.0
H -1.3410 5.8390 0.5794 0.0 0.0 0.0
H -0.7201 7.0994 1.6494 0.0 0.0 0.0
H -2.4648 6.9022 1.4361 0.0 0.0 0.0
H -1.6760 5.4856 5.4344 0.0 0.0 0.0
H -2.3342 6.8798 4.5749 0.0 0.0 0.0
H -0.5840 6.6684 4.7070 0.0 0.0 0.0
H 1.3855 7.1746 3.2047 0.0 0.0 0.0
H 3.1345 7.0538 3.4186 0.0 0.0 0.0
H 2.0476 6.2633 4.5665 0.0 0.0 0.0
H 1.5398 6.0594 0.3286 0.0 0.0 0.0
H 2.4323 4.5675 0.0070 0.0 0.0 0.0
H 3.3035 6.0330 0.4970 0.0 0.0 0.0
H 3.8362 3.8837 4.0198 0.0 0.0 0.0
H 4.6370 4.3675 2.5191 0.0 0.0 0.0
H 3.6409 2.9102 2.5511 0.0 0.0 -0.1
C 5.7435 1.3424 0.5020 0.0 0.0 0.0
C 4.6257 1.0242 -0.4735 0.0 0.0 0.0
C 4.8211 1.8082 -1.7645 0.0 0.0 0.0
O 3.3716 1.4729 0.0979 -0.1 -0.1 0.1
B 2.3946 0.5346 -0.1686 0.6 0.0 -0.1
O 2.9419 -0.5870 -0.7813 -0.1 0.1 0.0
C 4.3847 -0.5014 -0.6966 -0.1 0.0 -0.1
C 4.7998 -1.3647 0.4873 0.0 0.0 0.1
C 4.9693 -1.0538 -1.9836 0.1 0.0 0.0
H 5.8513 2.4235 0.5912 0.0 0.0 0.0
H 6.6931 0.9354 0.1468 0.0 0.0 0.0
H 5.5391 0.9382 1.4913 0.0 0.0 0.0
H 4.8374 2.8722 -1.5269 0.0 0.0 0.0
H 3.9988 1.6303 -2.4582 0.0 0.0 0.0
H 5.7595 1.5501 -2.2574 0.0 0.0 0.0
H 4.3389 -1.0143 1.4119 0.0 0.0 0.0
H 5.8831 -1.3826 0.6162 0.0 0.0 0.0
H 4.4550 -2.3845 0.3125 0.0 0.0 0.0
H 4.5343 -0.5713 -2.8562 0.0 0.0 0.0
H 4.7629 -2.1230 -2.0451 0.0 0.0 0.0
H 6.0529 -0.9170 -2.0106 0.0 0.0 0.0


58
Properties=species:S:1:pos:R:3:forces:R:3 method="wB97M-V/def2-TZVPD" orbital_gap_ev=9.584 spin_multiplicity=1 lumo_ev=0.46 de_lowest_ev=0.245 smiles="CC[C@H](C)[C@H](NC(=O)[C@@H]1CS[C@H]2c3ccccc3C(=O)N12)C(=O)NC1CCCC1" homo_energy_ev=-9.1
C 0.4206 4.5178 1.6604 0.1 -0.1 -0.2
C 0.5997 3.5414 0.5040 -0.1 -0.2 0.2
H -0.3650 3.4006 0.0139 0.0 0.0 -0.1
H 1.2794 3.9678 -0.2362 0.0 0.0 -0.1
C 1.1341 2.1751 0.9472 0.2 0.1 -0.4
C 2.6045 2.2511 1.3503 -0.3 0.0 0.2
H 2.7422 2.9892 2.1352 0.1 0.1 0.1
H 3.2187 2.5389 0.4989 0.1 0.0 -0.1
H 2.9517 1.2923 1.7280 0.1 0.0 0.1
C 0.9455 1.1439 -0.1884 -0.1 0.1 0.3
N -0.4559 0.9561 -0.4922 0.1 -0.3 0.4
C -1.0027 1.3035 -1.6682 -0.5 -0.3 0.1
O -0.4464 1.9822 -2.5051 0.1 0.2 -0.4
C -2.4524 0.8262 -1.8609 0.3 -0.1 -0.4
N -2.8912 -0.1244 -0.8693 0.3 0.1 0.1
C -3.0144 -1.4761 -1.1272 0.2 0.0 -0.1
O -2.4124 -2.0646 -1.9926 0.0 -0.1 -0.1
C -4.0035 -1.9730 -0.1473 -0.5 0.1 0.4
C -4.4514 -3.2600 0.0883 0.1 0.1 -0.1
C -5.4380 -3.4389 1.0454 0.0 -0.1 0.0
C -5.9604 -2.3574 1.7411 0.0 0.1 0.1
C -5.5118 -1.0646 1.5056 0.0 0.0 0.0
C -4.5304 -0.8854 0.5536 0.2 -0.5 -0.3
C -3.8529 0.3533 0.0789 -0.5 0.8 0.0
H -3.3989 0.9459 0.8815 0.0 -0.2 0.0
S -4.9024 1.5179 -0.9094 0.2 -0.3 0.0
C -3.3963 2.0406 -1.7951 -0.3 0.2 0.3
H -3.6823 2.3974 -2.7806 0.1 0.0 0.0
H -2.9425 2.8612 -1.2368 0.1 0.0 -0.1
H -5.9263 -0.2243 2.0410 -0.1 0.1 0.1
H -6.7325 -2.5226 2.4776 -0.1 0.0 0.1
H -5.8082 -4.4318 1.2523 0.0 -0.1 0.0
H -4.0360 -4.0892 -0.4624 0.0 -0.1 -0.1
H -2.4970 0.3419 -2.8451 0.1 0.1 0.2
H -0.9151 0.2728 0.0988 0.0 0.0 -0.2
H 1.4390 1.4965 -1.0995 0.0 0.0 0.1
C 1.4625 -0.2284 0.2606 0.0 0.5 -0.5
O 0.7952 -0.9247 1.0010 -0.3 -0.2 0.3
N 2.6674 -0.5720 -0.2173 0.2 0.0 -0.2
H 3.1407 0.0423 -0.8611 -0.2 0.1 0.0
C 3.3159 -1.8322 0.0824 -0.2 -0.2 0.1
H 2.6410 -2.3480 0.7687 0.1 0.1 -0.1
C 4.7126 -1.6023 0.6993 0.1 -0.1 0.0
C 5.6957 -2.3747 -0.1846 0.1 0.1 0.0
C 5.0192 -2.3960 -1.5521 0.0 -0.2 0.1
H 5.1291 -1.4266 -2.0416 0.0 0.1 -0.1
H 5.4285 -3.1597 -2.2108 0.0 0.0 -0.1
C 3.5572 -2.6527 -1.1972 0.0 0.0 -0.1
H 3.4105 -3.7112 -0.9838 0.0 -0.1 0.0
H 2.8662 -2.3669 -1.9888 -0.1 -0.1 0.0
H 5.8064 -3.3955 0.1829 0.1 -0.1 0.0
H 6.6805 -1.9109 -0.2077 0.1 -0.1 0.0
H 4.9438 -0.5358 0.6762 0.0 0.0 0.0
H 4.7538 -1.9283 1.7367 0.0 0.1 0.1
H 0.5503 1.8233 1.8050 0.0 0.0 0.0
H -0.2331 4.0949 2.4204 -0.1 0.0 0.1
H -0.0249 5.4425 1.3016 0.0 0.1 0.0
H 1.3726 4.7619 2.1243 0.1 0.1 0.1


Please write out number 1 again, unchanged.
52
Properties=species:S:1:pos:R:3:forces:R:3 method="wB97M-V/def2-TZVPD" orbital_gap_ev="8.514 / 4.783" spin_multiplicity=5 total_charge=+2 lumo_ev="-7.07 / -10.80" s_squared=6.036 de_lowest_ev=1.162 homo_energy_ev="-15.6 / -15.6"
Pd 0.3862 -1.1249 0.6445 -0.3 0.9 0.2
O 3.6779 3.9421 0.0027 -0.1 0.1 0.0
C 4.4504 2.9093 -0.2210 -0.1 -0.3 0.0
O 5.6209 2.9763 -0.4584 0.0 0.1 0.0
C 3.8256 1.5181 -0.1522 -0.6 0.2 0.3
C 4.5175 0.3694 -0.3985 0.0 0.5 0.4
Cl 6.1051 0.1471 -0.8754 0.1 0.0 -0.2
N 3.6492 -0.6979 -0.2243 -0.6 -0.3 0.2
N 2.3883 -0.2372 0.1456 0.8 -0.5 -0.7
C 2.4925 1.0652 0.2024 0.3 0.2 -0.3
C 1.1970 1.7916 0.5511 0.3 0.3 0.1
O 1.1846 3.0043 0.5727 0.1 -0.1 0.0
O 0.2227 0.9964 0.7887 0.0 -0.5 0.1
C 3.8807 -2.0147 -0.4953 0.0 0.0 0.1
C 5.1052 -2.6134 -0.0737 0.1 0.0 -0.2
C 5.3399 -3.9181 -0.3926 -0.1 -0.2 -0.1
C 4.3888 -4.6374 -1.1431 0.0 0.0 0.0
C 3.1618 -4.0475 -1.5325 0.1 -0.2 0.0
C 2.8939 -2.7550 -1.2071 0.3 -0.2 0.3
H 2.7357 3.7221 0.1951 0.0 -0.1 0.0
H 5.8207 -2.0478 0.5064 -0.1 0.0 0.0
H 6.2534 -4.3966 -0.0640 0.0 0.0 0.0
H 4.6070 -5.6570 -1.4394 0.0 0.0 0.1
H 2.4492 -4.6136 -2.1197 0.1 0.0 0.0
H 2.0063 -2.2721 -1.5679 -0.2 0.2 0.0
O -3.6738 0.2909 0.8947 0.0 0.1 -0.3
C -2.6307 -0.3649 0.9774 0.9 -1.0 1.1
O -1.7997 -0.8294 0.1875 -0.5 0.4 -0.2
C -2.4970 -0.7115 2.5194 -0.3 0.4 -1.2
C -1.4526 -0.1654 3.2544 -0.3 0.1 0.7
C -1.2253 -0.6846 4.5218 0.1 0.0 -0.1
C -2.0427 -1.6904 5.0327 0.1 0.0 0.1
C -3.1009 -2.1443 4.2739 -0.2 -0.2 -0.1
C -3.3767 -1.6549 3.0097 -0.1 -0.2 0.3
N -3.9800 -3.2167 4.8130 -0.1 -0.2 0.1
O -3.6714 -3.6928 5.8837 -0.1 0.2 -0.3
O -4.9255 -3.5468 4.1247 0.3 0.1 0.1
H -0.9243 0.7093 2.9150 0.3 0.0 -0.3
H -0.4187 -0.2898 5.1253 -0.1 0.0 0.0
H -1.8837 -2.0951 6.0220 0.0 0.0 0.0
H -4.2331 -2.0195 2.4595 0.0 0.0 0.0
C -1.5150 -6.2428 1.2947 0.0 0.0 -0.1
N -1.3889 -5.1420 0.3153 0.1 0.0 0.0
C -2.1205 -5.2533 -0.9660 0.0 0.0 0.1
C -0.6884 -4.0893 0.5790 -0.4 -0.3 0.1
N -0.0707 -3.1345 0.8213 0.3 0.0 -0.3
H -2.5519 -6.3348 1.6109 0.0 0.1 0.0
H -0.8873 -6.0483 2.1594 0.0 0.1 0.0
H -1.2066 -7.1747 0.8256 0.1 0.0 0.0
H -3.1913 -5.2683 -0.7748 0.0 0.0 0.1
H -1.8349 -6.1786 -1.4609 0.1 0.0 0.0
H -1.8874 -4.4069 -1.6050 0.0 0.0 0.0